C37H32GeMoN6OS3 | the ωB97M-V functional and the def2-TZVPD basis

HOMO (spin up / spin down)   -1.8 / -2.3 eV
Frontier orbital gap (spin up / spin down)   4.05 / 4.62 eV
⟨S²⟩   0.77
Charge   -1
Multiplicity   2
Energy   -5172.5427 a.u.

Geometry (Å):
Mo  0.362  1.252  0.640
O  0.051  2.421  2.411
N  -0.866  3.348  2.446
C  -0.953  4.111  3.560
C  -1.876  5.113  3.686
C  -2.764  5.358  2.636
C  -2.685  4.560  1.510
C  -1.739  3.544  1.405
S  -1.654  2.542  0.027
H  -0.233  3.857  4.323
H  -1.896  5.702  4.589
H  -3.485  6.157  2.701
H  -3.346  4.698  0.669
C  3.945  1.124  4.223
N  2.581  0.695  4.320
C  1.838  0.582  5.458
C  0.597  0.164  5.112
N  0.560  -0.001  3.731
C  1.799  0.351  3.247
S  2.386  0.168  1.677
C  -0.536  -0.506  3.053
C  -1.359  -1.416  3.726
C  -2.517  -1.878  3.154
C  -2.856  -1.363  1.882
C  -1.988  -0.512  1.257
N  -0.816  -0.084  1.765
H  4.567  0.561  4.922
H  4.040  2.192  4.435
H  4.274  0.934  3.201
H  2.245  0.805  6.426
H  -0.273  0.004  5.716
H  -1.037  -1.795  4.686
H  -3.136  -2.612  3.644
H  -3.769  -1.658  1.390
H  -2.214  -0.115  0.277
C  0.454  0.244  -0.921
Ge  -0.241  -1.124  -2.041
C  -1.878  -0.325  -2.831
C  -1.715  0.546  -3.902
C  -2.733  1.392  -4.299
C  -3.930  1.405  -3.602
C  -4.121  0.522  -2.554
C  -3.107  -0.344  -2.185
C  0.718  -2.007  -3.559
C  2.102  -2.036  -3.651
C  2.729  -2.669  -4.712
C  1.977  -3.300  -5.688
C  0.595  -3.295  -5.597
C  -0.021  -2.647  -4.544
C  -0.658  -2.596  -0.767
C  -1.641  -3.552  -0.965
C  -1.881  -4.527  -0.013
C  -1.143  -4.551  1.159
C  -0.154  -3.603  1.366
C  0.089  -2.642  0.404
H  -0.766  0.557  -4.427
H  -2.586  2.063  -5.136
H  -4.709  2.111  -3.862
H  -5.055  0.526  -2.006
H  -3.267  -1.044  -1.377
H  2.696  -1.553  -2.886
H  3.809  -2.674  -4.782
H  2.463  -3.792  -6.519
H  0.003  -3.797  -6.351
H  -1.100  -2.632  -4.478
H  -2.215  -3.542  -1.883
H  -2.639  -5.279  -0.191
H  -1.332  -5.312  1.904
H  0.431  -3.617  2.276
H  0.871  -1.904  0.551
S  1.797  3.216  -0.054
C  2.948  2.266  -0.895
N  2.529  1.772  -2.133
C  3.446  1.087  -2.906
C  4.711  0.896  -2.435
C  5.036  1.400  -1.166
N  4.155  2.116  -0.443
H  1.525  1.532  -2.171
H  3.107  0.770  -3.882
H  5.448  0.384  -3.034
H  6.006  1.253  -0.715

***

C37H32N9O3PZr | the ωB97M-V functional and the def2-TZVPD basis

HOMO   -12.0 eV
Relative energy (zero: lowest compared OMol25 entry of this formula, charge and spin)   0.0 kJ/mol
Frontier orbital gap   6.72 eV
Charge   +2
Multiplicity   1
Energy   -2535.9600 a.u.

Geometry (Å):
Zr  0.133  -0.081  -0.117
C  -5.196  2.249  0.793
N  -3.866  2.056  0.217
C  -3.349  2.770  -0.829
C  -2.120  2.243  -1.090
N  -1.875  1.224  -0.208
C  -2.950  1.128  0.569
P  -3.223  -0.130  1.856
C  -1.629  0.053  2.721
N  -0.431  0.069  2.148
C  0.490  0.216  3.152
C  -0.167  0.291  4.343
N  -1.502  0.187  4.060
C  -2.581  0.233  5.047
C  -2.775  -1.552  0.814
N  -1.704  -1.622  0.030
C  -1.792  -2.808  -0.651
C  -2.927  -3.456  -0.262
N  -3.539  -2.656  0.664
C  -4.821  -2.937  1.305
H  -5.577  3.208  0.457
H  -5.871  1.462  0.463
H  -5.138  2.253  1.878
H  -3.895  3.572  -1.295
H  -1.403  2.525  -1.840
H  1.548  0.257  2.954
H  0.194  0.406  5.350
H  -2.135  0.260  6.036
H  -3.187  1.125  4.905
H  -3.205  -0.654  4.965
H  -1.049  -3.102  -1.372
H  -3.348  -4.399  -0.565
H  -5.053  -3.988  1.160
H  -4.761  -2.735  2.372
H  -5.610  -2.334  0.861
C  0.671  4.366  1.098
C  0.184  3.064  0.970
N  0.885  2.070  0.453
C  2.179  2.312  0.082
C  2.747  3.599  0.164
C  1.944  4.637  0.672
C  4.099  3.790  -0.206
C  4.836  2.709  -0.579
C  4.279  1.413  -0.632
C  2.952  1.186  -0.334
N  2.261  -0.021  -0.301
C  2.865  -1.260  -0.542
C  3.912  -1.568  -1.378
C  4.435  -2.882  -1.435
C  3.927  -3.890  -0.673
C  2.793  -3.635  0.136
C  2.165  -4.609  0.936
C  1.045  -4.284  1.656
C  0.512  -2.998  1.524
N  1.070  -2.058  0.785
C  2.240  -2.342  0.145
H  0.040  5.133  1.523
H  -0.821  2.830  1.297
H  2.353  5.637  0.744
H  4.530  4.780  -0.156
H  5.880  2.828  -0.835
H  4.936  0.596  -0.875
H  4.342  -0.818  -2.022
H  5.274  -3.072  -2.092
H  4.356  -4.883  -0.692
H  2.579  -5.609  0.977
H  0.552  -5.005  2.291
H  -0.412  -2.735  2.026
O  0.277  -2.666  -4.225
C  0.672  -1.521  -4.828
C  1.052  -1.507  -6.167
C  1.438  -0.328  -6.774
C  1.450  0.870  -6.063
C  1.070  0.864  -4.740
C  0.684  -0.322  -4.100
C  0.333  -0.247  -2.686
O  0.207  -1.277  -1.940
O  0.177  0.880  -2.102
H  0.309  -3.384  -4.869
H  1.039  -2.432  -6.732
H  1.731  -0.342  -7.815
H  1.754  1.789  -6.543
H  1.073  1.777  -4.162

***

C37H33AlN6O8PS4Se | the ωB97M-V functional and the def2-TZVPD basis

HOMO   -4.9 eV
Relative energy (zero: lowest compared OMol25 entry of this formula, charge and spin)   0.0 kJ/mol
Frontier orbital gap   7.19 eV
Charge   -1
Multiplicity   1
Energy   -6938.4762 a.u.

Geometry (Å):
Al  -0.010  1.642  -0.635
O  -2.243  -1.482  1.467
C  -3.227  -1.564  0.541
C  -4.253  -2.475  0.796
C  -5.280  -2.652  -0.111
C  -5.302  -1.913  -1.290
C  -4.297  -0.996  -1.534
C  -3.245  -0.801  -0.636
C  -2.202  0.195  -0.955
O  -1.286  0.495  0.008
N  -2.176  0.794  -2.082
N  -1.187  1.753  -2.092
C  -0.861  2.347  -3.323
S  -2.282  2.618  -4.462
C  -2.211  0.999  -5.274
C  -1.013  0.845  -6.215
S  0.414  1.750  -5.573
H  -1.594  -0.824  1.146
H  -4.209  -3.037  1.721
H  -6.065  -3.369  0.100
H  -6.101  -2.045  -2.007
H  -4.295  -0.399  -2.437
H  -3.148  0.884  -5.820
H  -2.172  0.242  -4.494
H  -1.215  1.276  -7.198
H  -0.771  -0.214  -6.320
N  -2.007  2.130  2.375
C  -1.117  2.564  3.314
C  -1.598  3.253  4.442
C  -0.743  3.721  5.414
C  0.631  3.524  5.307
C  1.116  2.852  4.202
C  0.275  2.366  3.199
P  0.961  1.449  1.788
C  1.044  -0.280  2.359
C  1.029  -0.633  3.707
C  1.074  -1.969  4.077
C  1.136  -2.959  3.105
C  1.148  -2.616  1.762
C  1.096  -1.280  1.389
C  2.688  2.013  1.707
C  2.921  3.373  1.495
C  4.214  3.837  1.316
C  5.282  2.948  1.328
C  5.053  1.595  1.526
C  3.759  1.127  1.719
H  -2.986  2.178  2.588
H  -1.747  1.520  1.611
H  -2.666  3.416  4.531
H  -1.151  4.250  6.267
H  1.307  3.892  6.067
H  2.184  2.698  4.103
H  0.966  0.136  4.466
H  1.053  -2.237  5.126
H  1.161  -4.002  3.398
H  1.173  -3.381  0.996
H  1.071  -1.035  0.332
H  2.085  4.061  1.440
H  4.384  4.892  1.145
H  6.291  3.310  1.173
H  5.880  0.897  1.524
H  3.585  0.069  1.867
N  -0.962  -6.397  0.684
C  -0.521  -5.392  -0.185
C  -1.383  -4.354  -0.548
C  -0.964  -3.375  -1.426
C  0.325  -3.413  -1.944
C  1.184  -4.443  -1.604
C  0.759  -5.436  -0.733
S  0.855  -2.121  -3.023
O  -0.186  -1.930  -4.000
O  2.176  -2.468  -3.509
N  0.905  -0.887  -1.999
C  1.818  0.055  -2.113
S  3.266  0.075  -3.093
C  3.630  1.674  -2.521
C  2.704  2.095  -1.653
N  1.691  1.183  -1.394
H  -1.700  -6.103  1.305
H  -0.223  -6.865  1.184
H  -2.382  -4.308  -0.131
H  -1.632  -2.572  -1.711
H  2.181  -4.459  -2.025
H  1.428  -6.248  -0.469
H  4.486  2.219  -2.880
H  2.657  3.065  -1.183
O  -0.229  3.578  -3.054
Se  -0.695  4.428  -1.507
O  0.113  1.506  -3.963
O  0.133  3.420  -0.368
O  0.245  5.724  -1.620

***

C37H33AsF6HgN6O13 | the ωB97M-V functional and the def2-TZVPD basis

HOMO   -9.6 eV
Relative energy (zero: lowest compared OMol25 entry of this formula, charge and spin)   58.7 kJ/mol
Frontier orbital gap   6.88 eV
Charge   0
Multiplicity   1
Energy   -5724.2423 a.u.

Geometry (Å):
Hg  3.467  2.056  -0.334
As  3.300  0.398  -3.879
F  3.901  1.082  -2.311
F  4.662  -0.626  -3.964
F  2.740  -0.195  -5.392
F  1.907  1.403  -3.658
F  4.041  1.728  -4.671
F  2.514  -0.884  -3.003
C  0.954  -0.032  -0.131
O  1.600  1.142  0.185
H  0.746  -0.151  -1.205
H  1.499  -0.933  0.191
H  -0.031  -0.098  0.364
C  -2.628  4.728  -0.412
C  -1.981  3.497  -0.412
C  -0.731  3.418  -0.973
C  -0.145  4.565  -1.487
C  -0.780  5.787  -1.458
C  -2.060  5.877  -0.927
N  1.230  4.507  -1.956
O  1.918  3.561  -1.588
O  1.694  5.468  -2.525
H  -3.628  4.866  -0.012
H  -2.492  2.621  -0.043
H  -0.146  2.507  -1.054
H  -0.268  6.638  -1.886
H  -2.566  6.822  -1.059
C  -0.747  -0.896  -4.959
C  -1.595  -0.795  -6.053
C  -2.850  -1.400  -6.031
C  -3.204  -2.111  -4.901
C  -2.395  -2.145  -3.768
C  -1.111  -1.641  -3.844
N  -4.546  -2.695  -4.788
O  -5.284  -2.601  -5.749
O  -4.826  -3.300  -3.769
H  0.197  -0.370  -5.025
H  -1.352  -0.232  -6.943
H  -3.518  -1.417  -6.880
H  -2.763  -2.774  -2.967
H  -0.408  -1.725  -3.024
C  1.708  -4.258  1.517
C  2.699  -3.571  2.199
C  3.585  -2.753  1.511
C  3.430  -2.649  0.146
C  2.457  -3.316  -0.567
C  1.555  -4.100  0.148
N  4.374  -1.783  -0.570
O  4.423  -0.616  -0.226
O  4.950  -2.250  -1.514
H  0.998  -4.896  2.030
H  2.769  -3.682  3.274
H  4.267  -2.104  2.042
H  2.489  -3.332  -1.648
H  0.890  -4.671  -0.489
C  -3.966  -3.284  0.569
C  -5.161  -3.052  -0.108
C  -5.327  -1.963  -0.952
C  -4.228  -1.169  -1.185
C  -3.035  -1.337  -0.506
C  -2.900  -2.426  0.338
N  -4.342  -0.094  -2.188
O  -5.285  -0.124  -2.946
O  -3.424  0.707  -2.236
H  -3.931  -4.094  1.284
H  -5.967  -3.765  0.021
H  -6.264  -1.874  -1.480
H  -2.195  -0.702  -0.748
H  -1.951  -2.534  0.852
C  -2.233  0.731  3.986
C  -1.941  1.159  2.695
C  -0.855  1.985  2.483
C  -0.072  2.383  3.547
C  -0.430  2.076  4.846
C  -1.507  1.236  5.052
N  1.208  3.049  3.288
O  1.332  3.619  2.226
O  1.960  3.167  4.228
H  -3.049  0.037  4.140
H  -2.510  0.841  1.834
H  -0.436  2.170  1.499
H  0.179  2.464  5.651
H  -1.724  0.839  6.036
C  1.937  -1.150  5.536
C  1.610  -0.941  4.202
C  2.492  -0.265  3.391
C  3.612  0.330  3.960
C  3.911  0.199  5.296
C  3.080  -0.572  6.090
N  4.459  1.134  3.082
O  5.538  1.493  3.465
O  3.971  1.415  1.995
H  1.412  -1.762  6.261
H  0.700  -1.393  3.832
H  2.279  -0.089  2.341
H  4.802  0.694  5.663
H  3.347  -0.810  7.110

***

C37H33Br2N3PSTc | the ωB97M-V functional and the def2-TZVPD basis

HOMO (spin up / spin down)   -15.1 / -15.1 eV
Frontier orbital gap (spin up / spin down)   6.05 / 5.84 eV
⟨S²⟩   3.76
Charge   +3
Multiplicity   4
Energy   -7561.4886 a.u.

Geometry (Å):
Tc  0.048  -1.641  -0.630
N  -0.469  -0.148  -2.078
C  -0.867  1.234  -1.827
C  -1.538  1.884  -2.852
C  -1.869  3.226  -2.753
C  -1.511  3.940  -1.621
C  -0.865  3.294  -0.582
C  -0.551  1.929  -0.655
P  0.277  1.208  0.778
C  2.010  1.072  0.445
C  2.774  0.022  0.966
C  4.144  0.008  0.761
C  4.748  1.035  0.047
C  3.987  2.073  -0.482
C  2.616  2.100  -0.284
C  -0.106  2.252  2.158
C  -1.446  2.554  2.432
C  -1.753  3.344  3.524
C  -0.730  3.833  4.335
C  0.598  3.537  4.059
C  0.916  2.739  2.969
H  -1.142  -0.533  -2.734
H  0.431  -0.140  -2.630
H  -1.794  1.332  -3.752
H  -2.393  3.713  -3.566
H  -1.745  4.994  -1.538
H  -0.602  3.856  0.303
H  2.306  -0.780  1.527
H  4.743  -0.800  1.163
H  5.821  1.029  -0.100
H  4.463  2.858  -1.054
H  2.028  2.913  -0.694
H  -2.240  2.183  1.790
H  -2.785  3.589  3.741
H  -0.974  4.458  5.187
H  1.386  3.930  4.688
H  1.953  2.506  2.748
Br  0.848  -3.564  0.882
C  0.907  -4.787  -0.633
Br  0.153  -3.756  -2.102
H  0.308  -5.666  -0.434
H  1.940  -5.017  -0.858
S  2.353  -0.883  -3.279
C  2.188  -1.129  -4.977
N  2.210  -2.385  -5.496
C  2.127  -2.679  -6.822
C  2.016  -1.677  -7.731
C  2.022  -0.355  -7.260
C  2.106  -0.087  -5.913
H  2.347  -3.135  -4.838
H  2.168  -3.725  -7.093
H  1.949  -1.904  -8.785
H  1.975  0.462  -7.969
H  2.131  0.927  -5.543
N  -0.375  -0.344  0.936
C  -1.213  -0.823  1.869
C  -2.229  -1.739  1.343
C  -2.665  -2.869  2.051
C  -3.695  -3.645  1.554
C  -4.306  -3.311  0.347
C  -3.873  -2.205  -0.378
C  -2.840  -1.422  0.112
C  -1.095  -0.586  3.287
C  0.175  -0.365  3.854
C  0.322  -0.263  5.220
C  -0.798  -0.356  6.043
C  -2.066  -0.543  5.498
C  -2.218  -0.663  4.133
H  -2.169  -3.156  2.972
H  -4.033  -4.512  2.109
H  -5.131  -3.907  -0.025
H  -4.361  -1.940  -1.308
H  -2.577  -0.499  -0.394
H  1.048  -0.334  3.212
H  1.305  -0.121  5.653
H  -0.681  -0.287  7.118
H  -2.932  -0.590  6.146
H  -3.208  -0.766  3.708